Run P
# C6H16

A 2-piece molecular cluster, C6H16 overall (ωB97M-V/def2-TZVPD, the Open Molecules 2025 dataset).

Element x y z (Å)
C: -0.595 -1.681 2.517
C: 0.552 -0.819 1.975
C: 0.738 0.470 2.789
H: -0.582 -2.709 1.980
H: -0.282 -1.978 3.577
H: -1.458 -1.050 2.554
H: 1.559 -1.409 1.977
H: 0.407 -0.607 0.805
H: -0.184 1.027 2.838
H: 1.118 0.221 3.687
H: 1.475 1.047 2.316
C: 0.684 -0.259 -2.378
C: -0.779 0.386 -2.208
C: -0.741 1.854 -2.643
H: 0.627 -1.337 -2.464
H: 1.327 -0.016 -1.583
H: 1.314 0.145 -3.201
H: -1.445 -0.292 -2.931
H: -1.213 0.242 -1.247
H: -0.306 1.941 -3.627
H: -1.815 2.205 -2.861
H: -0.401 2.619 -1.873

Results
- frontier orbital gap (eV) = 11.962
- SMILES = CCC.CCC
- LUMO level (Eh) = 0.039
- HOMO (eV) = -10.9

=====

Run Q
# C6H16

A 2-piece molecular cluster, C6H16 overall (ωB97M-V/def2-TZVPD, the Open Molecules 2025 dataset).

Element x y z (Å)
C: -0.553 -2.187 -0.784
C: -1.299 -0.886 -0.555
C: -2.335 -0.541 -1.608
H: 0.310 -2.285 -0.117
H: -1.051 -3.112 -0.469
H: -0.229 -2.247 -1.812
H: -0.544 -0.108 -0.463
H: -1.736 -0.831 0.447
H: -3.197 -1.205 -1.509
H: -1.925 -0.633 -2.617
H: -2.696 0.471 -1.505
C: 0.453 0.668 1.734
C: 1.436 0.773 0.532
C: 2.237 2.054 0.630
H: 0.401 -0.359 2.077
H: 0.838 1.356 2.483
H: -0.510 1.079 1.444
H: 2.048 -0.092 0.319
H: 0.810 0.874 -0.354
H: 2.877 2.318 -0.217
H: 1.697 2.959 0.904
H: 2.969 1.936 1.440

Results
- frontier orbital gap (eV) = 11.774
- SMILES = CCC.CCC
- LUMO level (Eh) = 0.040
- HOMO (eV) = -10.7

=====

Run R
# C6H16

A 2-piece molecular cluster, C6H16 overall (ωB97M-V/def2-TZVPD, the Open Molecules 2025 dataset).

Element x y z (Å)
C: 1.204 -0.743 -1.137
C: -0.009 -1.512 -0.644
C: 0.194 -1.836 0.881
C: -1.365 -0.842 -0.732
H: 1.408 -0.760 -2.220
H: 1.962 -1.186 -0.532
H: 1.259 0.367 -1.132
H: -0.089 -2.482 -1.187
H: 1.060 -2.495 0.950
H: 0.150 -0.963 1.507
H: -0.628 -2.488 1.248
H: -1.413 0.264 -0.538
H: -1.853 -0.952 -1.712
H: -2.127 -1.276 -0.079
C: -0.191 1.783 1.383
C: 0.229 2.356 0.038
H: 0.763 1.648 1.865
H: -0.836 2.483 1.909
H: -0.782 0.935 1.252
H: 0.269 3.467 -0.015
H: -0.432 2.176 -0.789
H: 1.226 2.052 -0.316

Results
- frontier orbital gap (eV) = 11.951
- SMILES = CC(C)C.CC
- LUMO level (Eh) = 0.042
- HOMO (eV) = -10.8

=====

Computed stability ranking, most favorable first: run Q, run R, run P

=====

Run P
# C6H16

A 2-piece molecular cluster, C6H16 overall (ωB97M-V/def2-TZVPD, the Open Molecules 2025 dataset).

Element x y z (Å)
C: 1.383 1.764 1.595
C: 0.783 0.672 0.701
C: 0.262 1.363 -0.580
C: 1.854 -0.374 0.287
H: 0.643 2.140 2.295
H: 1.769 2.537 0.924
H: 2.304 1.458 2.099
H: -0.026 0.102 1.154
H: 1.110 1.709 -1.170
H: -0.285 0.630 -1.183
H: -0.389 2.201 -0.326
H: 2.490 -0.437 1.166
H: 1.436 -1.355 0.085
H: 2.481 -0.029 -0.531
C: -1.920 -1.871 -0.121
C: -2.073 -1.281 -1.515
H: -2.791 -2.506 0.056
H: -1.021 -2.478 -0.023
H: -1.881 -1.131 0.676
H: -1.807 -1.976 -2.303
H: -1.348 -0.462 -1.672
H: -2.974 -0.676 -1.615

Results
- frontier orbital gap (eV) = 12.044
- SMILES = CC(C)C.CC
- LUMO level (Eh) = 0.042
- HOMO (eV) = -10.9

=====

Run Q
# C6H16

A 2-piece molecular cluster, C6H16 overall (ωB97M-V/def2-TZVPD, the Open Molecules 2025 dataset).

Element x y z (Å)
C: 1.897 0.099 2.194
C: 1.509 0.490 0.795
C: 0.956 1.879 0.707
H: 1.098 0.620 2.831
H: 1.901 -0.929 2.461
H: 2.840 0.381 2.650
H: 0.902 -0.158 0.236
H: 2.516 0.399 0.201
H: 0.261 2.448 1.307
H: 0.218 1.934 -0.095
H: 1.659 2.536 0.183
C: -0.993 -1.288 -2.394
C: -1.836 -0.383 -1.561
C: -1.661 -0.717 -0.062
H: 0.116 -1.257 -1.845
H: -1.304 -2.301 -2.263
H: -1.018 -1.160 -3.426
H: -2.919 -0.552 -1.773
H: -1.500 0.635 -1.520
H: -0.937 -1.532 0.292
H: -2.532 -1.113 0.443
H: -1.174 -0.031 0.639

Results
- frontier orbital gap (eV) = 11.801
- SMILES = CCC.CCC
- LUMO level (Eh) = 0.041
- HOMO (eV) = -10.7

=====

Computed stability ranking, most favorable first: run P, run Q

=====

Run P
# C3H3NO2

An isolated ion of composition C3H3NO2 and charge -2 (ωB97M-V/def2-TZVPD, the Open Molecules 2025 dataset).

Element x y z (Å)
O: 1.095 1.693 -2.489
N: -0.137 1.533 -2.152
O: -1.071 1.971 -2.949
C: -0.409 0.990 -1.004
C: -1.169 0.302 0.336
C: 0.287 0.241 0.080
H: -1.599 -0.742 -0.297
H: 0.944 0.993 0.742
H: 0.772 -0.820 0.064

Results
- charge = -2
- frontier orbital gap (eV) = 5.545
- SMILES = [O-]N([O-])C1=CC1
- LUMO level (Eh) = 0.288
- HOMO (eV) = 2.3

=====

Run Q
# C3H3NO2

An isolated ion of composition C3H3NO2 and charge -2 (ωB97M-V/def2-TZVPD, the Open Molecules 2025 dataset).

Element x y z (Å)
O: -1.861 1.347 -0.144
N: -1.465 0.083 -0.098
O: -2.372 -0.882 -0.183
C: -0.193 -0.175 0.109
C: 0.894 -1.166 -0.059
C: 1.164 0.369 0.343
H: 1.014 -1.412 -1.220
H: 1.444 0.547 1.430
H: 1.375 1.290 -0.178

Results
- charge = -2
- frontier orbital gap (eV) = 4.811
- SMILES = [O-]N([O-])C1=CC1
- LUMO level (Eh) = 0.288
- HOMO (eV) = 3.0

=====

Computed stability ranking, most favorable first: run Q, run P

=====

Run P
# CHO2S2

A 2-piece molecular cluster, CHO2S2 overall (ωB97M-V/def2-TZVPD, the Open Molecules 2025 dataset).

Element x y z (Å)
C: 0.026 -2.077 0.416
O: -0.041 0.161 0.489
O: -0.229 -2.339 1.526
S: 0.202 -2.055 -1.149
S: -0.637 0.951 1.902
H: -0.796 0.033 -0.078

Results
- charge = -1
- frontier orbital gap (eV) = 5.426
- LUMO level (Eh) = 0.115
- HOMO (eV) = -2.3

=====

Run Q
# CHO2S2

A 2-piece molecular cluster, CHO2S2 overall (ωB97M-V/def2-TZVPD, the Open Molecules 2025 dataset).

Element x y z (Å)
C: -0.706 0.781 0.010
O: 2.020 -0.040 0.251
O: -1.185 -1.639 -0.558
S: -0.332 2.244 0.354
S: -1.800 -0.405 -0.107
H: 2.003 -0.940 0.051

Results
- charge = -1
- frontier orbital gap (spin up / spin down) (eV) = 5.775 / 5.791
- LUMO level (spin up / spin down) (Eh) = 0.094 / 0.094
- HOMO (spin up / spin down) (eV) = -3.2 / -3.2

=====

Computed stability ranking, most favorable first: run P, run Q